Record 1
Entry from the OMol25 dataset: a structure of composition C6H13O8Ti in a non-equilibrium geometry (wB97M-V/def2-TZVPD).

Geometry as XYZ:
```
28
Properties=species:S:1:pos:R:3:forces:R:3
Ti -0.103051 -0.010999 0.110405 -0.82 -0.23 -1.69
O -1.981097 0.763014 0.160098 0.48 0.00 0.31
O -0.453327 -1.428097 1.270563 -0.66 -2.05 0.00
O 1.675822 0.164886 -2.348160 1.80 -2.44 -0.59
O 0.561765 1.316423 -0.925902 -0.53 0.51 1.18
O 1.745507 -0.126151 0.924767 1.87 0.92 1.42
O 0.983363 -2.191255 -0.160807 -0.54 -0.52 -0.33
O -0.803114 -1.167156 -1.977224 0.20 -0.52 1.64
O -0.395497 1.244960 1.532317 3.07 -0.91 0.47
C -2.298822 2.397335 1.993772 -1.80 0.38 -2.16
C -1.570033 1.426222 1.165871 -1.83 0.85 1.12
C 0.278148 -2.449732 0.823271 0.45 0.99 1.81
C 1.007118 2.278847 -2.960390 0.18 2.37 -3.26
C 1.209039 1.214497 -2.062597 -0.90 -0.65 0.38
C 0.374386 -3.656384 1.751606 -1.66 0.14 -2.83
H 0.115758 -1.451217 -2.087151 0.62 0.45 -0.69
H 0.038937 2.050735 -3.473661 0.57 0.38 0.44
H -1.137683 -2.031555 -1.659429 -0.61 0.57 -0.29
H 1.134167 -4.282498 1.311572 0.43 -0.31 0.56
H 2.551516 -0.620718 0.633718 -0.92 0.69 0.25
H -0.603760 -4.199734 1.667955 0.78 0.42 0.30
H 1.942574 0.588264 1.585552 0.16 -0.93 -0.85
H -2.407617 3.236276 1.253751 -0.19 -0.21 0.97
H 0.983617 3.281388 -2.537024 -0.19 -0.16 0.13
H 0.487506 -3.268824 2.733404 0.38 -0.02 0.88
H 1.778015 2.249292 -3.763319 -0.54 0.03 0.57
H -3.295354 1.966494 2.128907 -0.05 0.43 0.27
H -1.817888 2.705688 2.908145 0.26 -0.15 -0.02
```
Forces are in eV/Å.

Highest occupied orbital energy (eV): -13.96
LUMO (eV): -5.024
Net charge: +1
Energy relative to the best compared isomer or geometry (same formula, charge and spin) (kJ/mol): 0.0

Mulliken atomic charge list, values in e, 8 entries:
1. Ti 0.175
2. O -0.395
3. O -0.316
4. O -0.578
5. O -0.397
6. O -0.310
7. O -0.644
8. O -0.540

=====

Record 2
Entry from the OMol25 dataset: a cluster of 2 separate species, CH4O2P in total in a non-equilibrium geometry (wB97M-V/def2-TZVPD).

Geometry as XYZ:
```
8
Properties=species:S:1:pos:R:3:forces:R:3
P -1.774443 -0.496479 -0.100107 4.07 3.24 -0.55
O -1.972811 0.865335 0.476367 0.05 0.96 -0.09
O -2.727914 -1.521700 0.150298 -3.58 -4.07 0.28
C 2.174065 0.215105 0.322487 -3.65 0.66 0.87
H 2.475970 1.173382 0.774764 0.39 -0.61 -0.25
H -1.389760 -0.344914 -1.544026 -0.54 -0.09 0.36
H 2.147356 0.163493 -0.754787 0.71 -0.12 -0.28
H 1.067540 -0.054225 0.675006 2.54 0.05 -0.34
```
Forces are in eV/Å.

Highest occupied orbital energy (alpha / beta) (eV): -5.12 / -1.70
LUMO (alpha / beta) (eV): 4.175 / 2.857
Net charge: -1
Energy relative to the best compared isomer or geometry (same formula, charge and spin) (kJ/mol): 367.1

Charges computed using Mulliken, reported in e:
1. P 0.230
2. O -0.590
3. O -0.571
4. C -0.671
5. H 0.223
6. H -0.018
7. H 0.213
8. H 0.183

=====

Record 3
Entry from the OMol25 dataset: a cluster of 2 separate species, C2H9N2S4 in total in a non-equilibrium geometry (wB97M-V/def2-TZVPD).

Geometry as XYZ:
```
17
Properties=species:S:1:pos:R:3:forces:R:3
S -1.307032 1.651719 -0.896630 0.97 -0.89 -1.06
S -0.432228 1.265048 1.886976 -0.31 0.00 -0.34
S 0.952074 -1.314412 1.589700 -0.62 -0.73 0.31
S 0.363373 -1.502136 -1.490674 2.63 0.46 2.80
N 1.446253 1.013981 -0.432841 -0.85 1.17 2.74
N -1.581971 -1.419664 0.403038 -0.50 -0.74 -0.32
C -0.397210 0.625357 0.216465 1.44 1.33 1.06
C -0.304483 -0.925917 0.259479 2.12 1.11 -2.12
H 2.289840 0.781231 0.072375 0.06 -0.84 0.19
H 2.083645 -1.392070 0.896264 0.08 -0.04 -0.44
H -2.092091 -1.170877 1.226658 -0.13 0.22 0.54
H 1.477949 2.013427 -0.421515 -0.43 0.92 -0.21
H -0.798377 -1.651673 -1.882439 -3.42 -0.44 -1.42
H -1.582281 -2.411296 0.247958 -0.33 -0.44 0.11
H -1.023133 2.468987 1.666774 0.08 -0.36 -0.31
H 1.428619 0.688183 -1.341506 0.36 -0.94 -2.35
H -0.522948 1.280111 -2.000080 -1.15 0.20 0.82
```
Forces are in eV/Å.

Highest occupied orbital energy (eV): -13.29
LUMO (eV): -4.457
Net charge: +1
Energy relative to the best compared isomer or geometry (same formula, charge and spin) (kJ/mol): 84.1

Mulliken atomic charge list, values in e, 8 entries:
1. S 0.038
2. S 0.028
3. S -0.109
4. S -0.155
5. N -0.522
6. N -0.537
7. C -0.002
8. C 0.156

=====

Record 4
Entry from the OMol25 dataset: an isolated molecule of C4H5N3O in a non-equilibrium geometry (wB97M-V/def2-TZVPD).

Geometry as XYZ:
```
13
Properties=species:S:1:pos:R:3:forces:R:3
O -2.168385 -0.644074 -1.649698 0.16 0.03 -0.08
N -0.388216 -0.467620 1.920123 0.63 0.26 0.86
N 2.830989 0.801767 0.771536 -3.46 -1.15 0.30
N 0.250293 0.513823 -1.558345 -1.71 -0.25 -1.11
C 1.705501 0.437539 0.839437 2.88 1.06 -0.28
C 0.321717 0.011941 0.778820 0.82 0.12 1.40
C -1.683404 -0.542892 -0.550919 -0.67 0.24 0.21
C -0.298105 0.054078 -0.387431 -0.32 0.08 -2.50
H -0.360530 0.512263 -2.411933 0.96 -0.18 1.51
H -2.282631 -0.859599 0.343060 0.89 0.26 -0.40
H 0.106319 -1.288234 2.281517 -0.38 0.47 0.27
H 1.200009 0.815322 -1.673405 0.06 -0.01 0.36
H -0.441810 0.273058 2.645707 0.14 -0.94 -0.54
```
Forces are in eV/Å.

Highest occupied orbital energy (eV): -9.04
LUMO (eV): -0.334
Net charge: 0
Energy relative to the best compared isomer or geometry (same formula, charge and spin) (kJ/mol): 184.7
SMILES: N#C/C(N)=C(\N)C=O

Mulliken atomic charge list, values in e, 8 entries:
1. O -0.496
2. N -0.531
3. N -0.451
4. N -0.439
5. C 0.171
6. C -0.092
7. C 0.105
8. C 0.391